The following is a quantum chemistry calculation of a single C22H23N3O6S molecule, from the Open Molecules 2025 dataset.

The geometry in XYZ format:
```
55
Properties=species:S:1:pos:R:3:forces:R:3
C 5.326135 2.088699 -2.076984 0.064 0.102 -0.116
C 4.915018 2.180587 -0.660878 -0.232 -0.212 0.669
N 4.892260 3.304606 -0.003944 0.449 0.470 -1.220
O 4.464946 3.039741 1.261270 -0.337 -0.567 0.805
C 4.217484 1.737837 1.394320 0.125 -0.561 -0.722
C 3.744886 1.237127 2.703271 0.018 0.166 0.074
C 4.484742 1.112000 0.193133 -0.061 0.626 0.511
C 4.368656 -0.296039 -0.163263 0.100 0.087 -0.195
O 4.663791 -0.766951 -1.235902 0.035 0.097 0.079
O 3.860846 -1.014745 0.854278 -0.160 0.126 0.227
C 3.698425 -2.418836 0.674225 0.101 -0.585 -0.086
C 2.255360 -2.821759 0.996311 0.466 0.094 -0.077
O 2.011272 -3.479198 1.989856 0.119 -0.137 0.314
N 1.297740 -2.428994 0.132942 -0.324 -0.071 -0.164
C 1.445407 -1.567551 -1.018638 0.179 0.416 -0.085
C 0.885038 -0.182190 -0.673020 0.424 -0.003 -0.561
N -0.494785 -0.277860 -0.243974 -0.868 0.246 -0.783
S -1.612295 -0.415494 -1.505673 0.075 0.150 0.506
O -1.884120 -1.791628 -1.825617 -0.232 0.038 0.176
O -1.152424 0.440841 -2.557296 0.041 0.252 0.046
C -3.048759 0.297957 -0.724169 0.266 -0.563 -0.229
C -2.981084 1.643556 -0.343517 -0.145 0.443 0.155
C -4.061283 2.223467 0.259455 0.322 -0.071 -0.152
C -5.239504 1.480541 0.499943 -0.075 -0.356 -0.080
C -6.370509 2.054150 1.117415 -0.165 -0.013 0.065
C -7.499619 1.313828 1.333433 0.129 0.237 0.022
C -7.552074 -0.033885 0.943760 0.089 -0.252 -0.105
C -6.473583 -0.621629 0.343520 -0.161 -0.005 0.061
C -5.294835 0.115479 0.106026 0.035 0.388 0.081
C -4.163580 -0.457642 -0.513952 0.208 -0.112 -0.138
C -0.705176 -1.238166 0.819785 -0.147 -0.551 0.271
C -0.095979 -2.607992 0.494255 -0.276 -0.087 0.347
H 4.490316 1.737721 -2.679666 0.009 -0.013 -0.077
H 6.128727 1.361609 -2.180953 0.023 0.000 -0.066
H 5.652238 3.062434 -2.429020 0.020 0.051 -0.060
H 2.765115 0.774543 2.599722 -0.037 -0.009 0.024
H 4.425308 0.475789 3.079342 -0.003 -0.011 0.040
H 3.688912 2.062641 3.407707 -0.019 0.002 0.067
H 4.344360 -2.922447 1.399478 -0.192 0.082 -0.145
H 3.992422 -2.703772 -0.341460 -0.064 0.053 0.188
H 2.478089 -1.500233 -1.351823 -0.032 -0.057 0.009
H 0.845373 -1.986604 -1.834236 0.148 -0.011 0.015
H 0.901770 0.468767 -1.547147 0.221 0.028 0.083
H 1.465655 0.273452 0.136669 -0.058 -0.021 -0.043
H -2.073034 2.186814 -0.548024 0.071 0.193 0.045
H -4.032586 3.260654 0.559382 0.036 0.102 0.012
H -6.328335 3.091686 1.415215 -0.009 0.103 0.035
H -8.361519 1.761428 1.805417 -0.050 0.066 0.039
H -8.452889 -0.601636 1.122434 -0.053 -0.075 -0.003
H -6.505790 -1.657379 0.039658 -0.029 -0.116 -0.026
H -4.173081 -1.489292 -0.831795 -0.037 -0.143 -0.013
H -1.781582 -1.328860 0.972124 0.024 -0.064 0.227
H -0.248919 -0.837092 1.731272 -0.076 -0.012 -0.050
H -0.142302 -3.267762 1.361539 -0.050 0.080 -0.138
H -0.631116 -3.050962 -0.349466 0.091 -0.021 0.140
```
Forces are in eV/Å.

Properties
**HOMO**: -0.3276 Eh
**Maximum force**: 0.02688 Eh/bohr
**Relative energy (zero: lowest compared OMol25 entry of this formula, charge and spin)**: 55.8 kcal per mole
**Total charge**: 0
**Structure (SMILES)**: Cc1noc(C)c1C(=O)OCC(=O)N1CCN(S(=O)(=O)c2ccc3ccccc3c2)CC1
**Molar mass**: 457.5 u
**Multiplicity**: 1

The following is a quantum chemistry calculation of a molecular structure, C33H30AuINO3PS3, from the Open Molecules 2025 dataset.

The geometry in XYZ format:
```
73
Properties=species:S:1:pos:R:3:forces:R:3
Au 0.412911 0.749435 0.572446 0.048 0.005 -0.027
I 0.531021 3.246323 -0.032141 -0.034 -0.035 -0.032
C -0.132781 3.940739 1.817850 0.017 -0.008 0.053
C -1.178010 4.820544 1.736140 -0.007 0.001 -0.005
C -1.620122 5.483978 2.891135 -0.006 0.000 -0.009
C -0.971184 5.260598 4.066557 0.002 -0.002 0.005
C 0.103781 4.343752 4.158760 -0.006 -0.006 -0.004
C 0.755738 4.185228 5.402571 0.007 -0.005 0.007
C 1.798758 3.320108 5.545883 -0.007 0.009 0.002
C 2.163977 2.513375 4.461439 -0.015 -0.005 0.006
C 1.556946 2.614881 3.221056 0.026 -0.004 -0.003
P 2.112013 1.316913 2.087318 -0.009 -0.012 0.052
C 3.590542 1.781106 1.200472 0.027 -0.032 -0.020
C 3.993736 0.992131 0.118955 0.002 0.011 0.018
C 5.148250 1.316841 -0.570268 0.002 0.001 -0.003
C 5.893391 2.427958 -0.188596 0.001 -0.001 -0.006
C 5.489905 3.213521 0.880906 -0.001 0.002 0.003
C 4.335932 2.894003 1.582224 -0.006 0.004 0.001
C 2.398735 -0.126465 3.107410 -0.004 0.007 -0.032
C 1.363179 -0.550743 3.947334 0.000 -0.033 0.024
C 1.568998 -1.630040 4.786778 -0.001 0.014 -0.024
C 2.792629 -2.295705 4.778434 -0.008 -0.010 -0.001
C 3.809268 -1.887115 3.927957 0.004 0.001 -0.003
C 3.617214 -0.799228 3.086148 0.011 0.006 0.009
C 0.537868 3.603142 3.021780 -0.028 0.000 -0.023
H -1.658144 5.021446 0.787536 0.003 0.000 0.002
H -2.449000 6.174208 2.828520 0.000 -0.001 0.000
H -1.270604 5.784450 4.965001 0.001 0.000 0.000
H 0.408703 4.774138 6.242099 0.000 0.003 -0.002
H 2.314123 3.216186 6.490081 0.001 -0.002 -0.001
H 2.935475 1.771604 4.621563 -0.004 -0.005 0.002
H 3.410278 0.125697 -0.176062 -0.002 -0.004 -0.005
H 5.468955 0.709528 -1.405676 -0.001 -0.001 0.001
H 6.793565 2.681599 -0.732124 0.001 0.001 0.001
H 6.073166 4.076395 1.171817 0.000 0.000 0.000
H 4.020738 3.507267 2.416879 0.001 0.001 0.001
H 0.404746 -0.041567 3.963345 0.008 0.026 -0.015
H 0.776774 -1.944692 5.454001 0.011 -0.006 0.008
H 2.954614 -3.131724 5.446340 -0.001 0.000 -0.002
H 4.760246 -2.402363 3.929710 0.000 0.000 0.000
H 4.420834 -0.466151 2.442137 -0.002 0.001 -0.005
C 1.441344 -4.135802 1.681488 0.005 0.004 0.005
C 0.081537 -3.553363 2.017909 -0.013 -0.005 0.016
S -0.506815 -2.257445 0.927311 0.028 0.048 -0.003
O 0.721150 -1.279822 0.921659 -0.073 0.018 -0.004
C -0.479124 -3.076889 -0.693146 -0.021 -0.017 0.001
C 0.774613 -2.801695 -1.505234 0.009 0.005 -0.002
H 1.733917 -4.818460 2.478591 0.000 -0.003 -0.002
H 2.195598 -3.353201 1.612999 0.006 0.005 0.006
H 1.424684 -4.704063 0.752527 0.002 0.005 0.001
H 0.063977 -3.083123 3.001671 0.006 -0.003 0.009
H -0.721138 -4.295986 1.994693 0.003 0.002 0.004
H -1.369419 -2.710154 -1.202539 0.004 0.003 0.002
H -0.618697 -4.139174 -0.486128 0.006 -0.003 -0.010
H 0.873620 -1.739359 -1.723544 0.002 0.002 -0.007
H 0.691554 -3.332431 -2.452976 0.003 -0.001 0.001
H 1.678182 -3.136390 -1.001012 -0.004 0.002 0.005
O -2.290417 -0.121134 4.175230 -0.014 0.025 -0.013
S -2.668353 0.951193 3.304002 0.032 -0.057 0.059
O -2.605942 2.300850 3.774188 0.003 0.011 -0.011
N -1.724509 0.828798 1.923751 0.006 0.010 -0.039
C -2.442274 0.561121 0.880327 -0.066 0.052 -0.034
S -1.659298 0.371084 -0.655864 0.035 -0.014 0.044
C -3.896407 0.432107 1.108536 0.011 -0.002 -0.006
C -4.909653 0.169069 0.204443 -0.007 0.002 0.000
C -6.211332 0.098556 0.688813 0.004 -0.001 0.003
C -6.484364 0.286815 2.039381 0.004 0.001 0.003
C -5.465659 0.555022 2.951738 0.000 0.000 -0.004
C -4.184282 0.620957 2.454387 -0.002 -0.003 0.005
H -4.698260 0.028460 -0.847859 0.003 -0.005 -0.001
H -7.024705 -0.103498 0.005677 -0.002 -0.001 0.001
H -7.505916 0.226169 2.389166 -0.001 0.000 -0.002
H -5.676536 0.704140 4.001839 -0.001 0.000 -0.001
```
Forces are in eV/Å.

Properties
**HOMO**: -0.5160 Eh
**Maximum force**: 0.00176 Eh/bohr
**Relative energy (zero: lowest compared OMol25 entry of this formula, charge and spin)**: 0.0 kcal per mole
**Total charge**: +2
**Molar mass**: 939.7 u
**Multiplicity**: 1